No. 1
{
  "formula": "C13H30B3ClNO14P",
  "method": "ωB97M-V/def2-TZVPD",
  "largest_force_ev_per_a": 1.283,
  "homo_lumo_gap_ev": 9.15,
  "total_charge": 0,
  "energy_ha": -2497.871170,
  "species": ["N", "C", "B", "O", "B", "C", "C", "C", "O", "O", "B", "P", "O", "Cl", "O", "H", "H", "H", "H", "H", "H", "H", "H", "H", "H", "H", "H", "C", "O", "C", "O", "O", "C", "H", "H", "H", "H", "H", "H", "C", "O", "C", "O", "O", "C", "H", "H", "H", "H", "H", "H", "C", "O", "C", "O", "O", "C", "H", "H", "H", "H", "H", "H"],
  "positions_angstrom": [[-1.89512, 0.52698, 5.34801], [-1.74562, -0.90571, 5.02128], [-0.84486, -1.12232, 3.75949], [0.15565, -2.09135, 3.75067], [1.31645, -1.50830, 3.25634], [2.59764, -1.31781, 4.12315], [3.53774, -0.24814, 3.55646], [4.44118, 0.42899, 4.58166], [3.79559, 0.59569, 5.83869], [1.20119, -1.00421, 1.94750], [0.20514, -0.06129, 1.94974], [0.62734, 1.63578, 1.04466], [0.51450, 2.63164, 2.35790], [-1.18097, 1.91157, 0.06080], [-0.96543, -0.30681, 2.63469], [-1.71363, 0.70140, 6.32381], [-1.29541, 1.11758, 4.79086], [-2.73769, -1.32697, 4.81799], [-1.32077, -1.47980, 5.84409], [3.07155, -2.30142, 4.20913], [2.24705, -1.06470, 5.12599], [4.17856, -0.69649, 2.79756], [2.93964, 0.52139, 3.06559], [5.37618, -0.12960, 4.68225], [4.72498, 1.39817, 4.16400], [3.94542, 1.49293, 6.12713], [-0.30509, 3.13626, 2.37739], [-6.68169, 3.81726, -5.11360], [-6.00254, 3.83183, -3.85601], [-5.09659, 2.86831, -3.70129], [-4.81813, 2.01922, -4.50944], [-4.55508, 2.99845, -2.49390], [-3.55773, 2.01938, -2.18393], [-7.38162, 4.64655, -5.08654], [-5.97953, 3.96032, -5.93150], [-7.22432, 2.88340, -5.24831], [-2.72544, 2.08351, -2.88212], [-3.98340, 1.01789, -2.20542], [-3.20583, 2.24485, -1.18055], [10.56400, -2.59890, 3.84878], [9.13817, -2.51010, 3.77638], [8.49733, -3.49814, 4.39886], [9.01048, -4.41221, 4.98772], [7.18689, -3.29793, 4.25608], [6.37753, -4.29048, 4.88855], [10.94617, -1.74008, 3.30565], [10.89881, -2.55868, 4.88323], [10.91541, -3.51603, 3.38067], [6.56639, -4.30807, 5.96022], [6.56023, -5.27519, 4.46351], [5.34324, -4.00506, 4.71921], [-4.73221, 1.81305, -7.79953], [-5.72120, 1.79872, -8.83759], [-5.97322, 0.59307, -9.33924], [-5.45193, -0.43777, -9.00420], [-6.90755, 0.72222, -10.28355], [-7.27669, -0.50699, -10.91225], [-4.63148, 2.84805, -7.49046], [-5.04965, 1.21532, -6.95008], [-3.77649, 1.45330, -8.17586], [-7.69017, -1.20210, -10.18424], [-6.41936, -0.95757, -11.40830], [-8.03399, -0.25286, -11.64779]],
  "atomic_forces_ev_per_a": [[-0.1077, -0.1235, -0.0475], [-0.1841, 0.1428, -0.2556], [-0.4641, -0.8250, -0.1368], [0.1528, 0.8951, 0.5753], [0.0524, -1.1337, -0.5991], [-0.1754, -0.1335, -0.3312], [-0.0860, -0.1273, 0.2971], [0.2543, 0.0643, -0.4037], [-0.0413, -0.1883, -0.2009], [0.4406, 0.7617, 0.7821], [-0.6513, -0.3784, -0.9122], [0.4545, -0.1381, -0.3342], [-0.1554, 0.0623, -0.0712], [0.1470, 0.0141, 0.2924], [0.5041, 0.7019, 0.5759], [0.0423, 0.0665, 0.0252], [0.0523, 0.0348, 0.0391], [-0.0330, -0.0915, 0.0670], [0.0106, -0.0059, 0.0708], [0.1650, 0.0304, 0.1243], [0.1282, 0.0372, 0.0699], [-0.0397, 0.1115, -0.1747], [0.0072, 0.0387, -0.0473], [-0.0904, -0.1737, 0.3178], [0.0339, 0.0744, 0.0890], [0.0247, 0.2178, 0.1897], [-0.1496, 0.0025, 0.1691], [-0.1139, 0.0524, -0.0637], [-0.0082, 0.0261, -0.0094], [-0.0096, -0.0339, 0.1071], [-0.0271, 0.0588, -0.0589], [0.0241, 0.0128, 0.0194], [0.0704, -0.0485, 0.1378], [0.0200, 0.0173, 0.0730], [0.0232, -0.0568, -0.0080], [0.0647, -0.0397, -0.0246], [-0.0314, -0.0264, -0.0509], [-0.0019, -0.0015, -0.0736], [-0.2989, 0.1011, -0.2030], [0.1298, 0.0748, -0.0473], [-0.0004, 0.0203, -0.0091], [-0.0056, 0.0553, -0.0413], [0.0130, -0.0184, 0.0127], [-0.0382, 0.0064, -0.0384], [-0.2293, -0.0622, 0.1742], [-0.0756, 0.0245, -0.0169], [-0.0149, -0.0711, 0.0145], [-0.0152, -0.0434, 0.0578], [0.0817, -0.0699, -0.0082], [0.0852, 0.0053, 0.0149], [0.0463, 0.1010, -0.1104], [0.1056, 0.0150, 0.0943], [0.0033, 0.0589, 0.0045], [-0.0093, 0.0418, -0.0016], [0.0123, -0.0261, -0.0026], [-0.0202, 0.0063, -0.0122], [-0.0931, -0.0483, -0.1065], [-0.0596, 0.0369, -0.0710], [0.0127, -0.0462, -0.0146], [-0.0295, -0.0799, -0.0136], [0.0661, -0.0247, 0.0241], [0.0271, -0.0321, 0.0610], [0.0048, 0.0770, 0.0200]]
}



No. 2
{
  "formula": "C16H13CuN2Se5Te2",
  "method": "ωB97M-V/def2-TZVPD",
  "largest_force_ev_per_a": 0.596,
  "s2": 0.759,
  "homo_lumo_gap_ev": [5.68, 4.99],
  "total_charge": -1,
  "spin_multiplicity": 2,
  "energy_ha": -14910.819844,
  "species": ["Cu", "Se", "Te", "Te", "Se", "Se", "Se", "C", "C", "C", "C", "C", "N", "C", "C", "C", "C", "C", "N", "H", "H", "H", "H", "H", "H", "H", "H", "Se", "C", "C", "C", "C", "C", "C", "H", "H", "H", "H", "H"],
  "positions_angstrom": [[-0.62547, 0.61471, 1.74144], [-0.18817, -1.20083, 3.27687], [-1.58859, -0.56070, 5.24240], [-3.80512, -0.38390, 3.72784], [-2.82597, 1.38344, 2.24898], [0.48887, 3.50418, 2.50883], [0.70840, 4.55619, 0.46904], [-0.56189, 3.58017, -0.61813], [-0.86326, 4.18022, -1.83466], [-1.75395, 3.53484, -2.67441], [-2.31810, 2.34233, -2.25891], [-1.96148, 1.83586, -1.02006], [-1.07976, 2.43752, -0.21086], [1.82374, 2.15524, 2.16867], [3.14864, 2.36919, 2.51174], [4.07708, 1.39400, 2.18359], [3.64669, 0.25658, 1.52419], [2.29967, 0.11215, 1.24000], [1.40143, 1.04812, 1.55962], [-0.42112, 5.13032, -2.10591], [-2.00772, 3.96669, -3.63462], [-3.01230, 1.79180, -2.87798], [-2.38250, 0.91155, -0.65400], [3.43449, 3.28311, 3.01167], [5.12082, 1.52743, 2.44070], [4.33311, -0.52872, 1.23967], [1.89375, -0.75252, 0.72432], [-0.22673, -0.93923, -0.76823], [-0.43264, -2.75786, -1.27672], [-1.59728, -3.47452, -0.97751], [-1.75031, -4.79591, -1.37217], [-0.74518, -5.44529, -2.07898], [0.41685, -4.74734, -2.38131], [0.57149, -3.42568, -1.98501], [-2.38413, -2.97870, -0.42256], [-2.66488, -5.32208, -1.12127], [-0.86408, -6.47775, -2.38620], [1.21489, -5.23509, -2.93107], [1.48073, -2.88953, -2.22898]],
  "atomic_forces_ev_per_a": [[-0.1170, -0.1520, -0.5645], [-0.0318, 0.0141, 0.0708], [0.0701, -0.0126, 0.0376], [-0.0552, 0.0266, -0.0045], [-0.0764, -0.0546, 0.1075], [0.0537, 0.0169, 0.0144], [-0.0651, -0.0542, 0.0499], [0.0079, 0.0202, 0.0001], [-0.0205, 0.0265, -0.0302], [0.0118, 0.0103, -0.0017], [0.0150, -0.0347, 0.0230], [-0.0108, 0.0323, -0.0005], [0.0165, -0.0276, -0.0059], [0.0263, 0.0396, -0.0347], [-0.0318, 0.0106, -0.0130], [0.0129, -0.0184, 0.0046], [0.0383, 0.0012, 0.0050], [-0.0268, 0.0245, -0.0268], [0.1688, -0.0474, 0.2222], [0.0148, -0.0045, 0.0017], [0.0000, -0.0008, -0.0017], [-0.0082, 0.0234, 0.0053], [0.0136, -0.0200, 0.0217], [-0.0064, -0.0003, 0.0032], [-0.0081, -0.0080, -0.0147], [0.0091, 0.0128, 0.0093], [-0.0116, -0.0033, 0.0299], [0.0930, 0.2709, -0.1088], [-0.1045, -0.1291, 0.1860], [0.0194, -0.0105, 0.0074], [0.0015, 0.0290, 0.0086], [-0.0064, 0.0004, 0.0055], [0.0126, 0.0338, -0.0014], [-0.0141, -0.0192, -0.0265], [0.0093, -0.0059, 0.0067], [0.0122, -0.0048, -0.0037], [-0.0013, 0.0163, 0.0052], [-0.0082, -0.0007, 0.0053], [-0.0026, -0.0011, 0.0077]]
}



No. 3
{
  "formula": "C6H8NO5S2",
  "method": "ωB97M-V/def2-TZVPD",
  "largest_force_ev_per_a": 5.463,
  "homo_lumo_gap_ev": 6.60,
  "total_charge": -1,
  "energy_ha": -1460.571553,
  "species": ["C", "C", "C", "C", "C", "C", "N", "O", "O", "O", "O", "O", "S", "S", "H", "H", "H", "H", "H", "H", "H", "H"],
  "positions_angstrom": [[1.17024, -1.55606, 0.37422], [0.04385, -0.87845, 0.23225], [2.38398, -0.94724, 0.21150], [0.76478, 1.09676, 0.14793], [-0.98698, 2.78776, -0.23639], [-2.40983, -0.85000, -1.05995], [3.62163, -1.36800, 0.39619], [4.53273, -0.54353, 0.10664], [3.86503, -2.50112, 0.79712], [-2.05656, -2.29139, 0.97655], [-2.13664, 0.17372, 1.36274], [0.11022, 1.88076, -0.71418], [2.46926, 0.78411, -0.24492], [-1.65782, -0.97403, 0.59709], [1.32956, -2.63130, 0.55256], [0.63582, 1.37602, 1.16674], [-1.43359, 3.24196, -1.19590], [-0.55086, 3.33475, 0.52333], [-1.81303, 2.06800, 0.11087], [-1.90820, -0.00421, -1.54579], [-2.61510, -1.71822, -1.73017], [-3.35849, -0.48030, -0.82843]],
  "atomic_forces_ev_per_a": [[0.3985, -2.6579, 0.4454], [-1.0064, 4.7359, 0.5257], [0.1338, 3.2526, -0.6287], [-1.4569, -3.1768, 0.2010], [-1.4444, -4.4128, -2.8785], [0.7562, 0.8894, -0.3275], [1.1076, -0.1276, -0.4660], [0.3822, -0.3128, 0.1582], [0.3785, -1.5503, 0.5896], [-0.2215, -1.2791, 1.3535], [0.5884, -0.6461, -0.5546], [-1.1037, 1.6141, -1.3676], [-0.5952, -0.0896, -0.1808], [1.0082, -0.3495, -2.2996], [-0.6936, 0.2176, 0.1455], [-0.3378, 0.2178, 0.9538], [1.2711, -0.0352, 1.7269], [0.2825, 1.8058, 1.3671], [1.1698, 1.3536, 0.0891], [0.1080, -0.4213, -0.2992], [1.1061, 0.3103, 0.9574], [-1.8316, 0.6619, 0.4893]]
}